[1]
The following is a quantum chemistry calculation of a 2-piece molecular cluster, C3H8OS overall in a non-equilibrium geometry, from OMol25.

ORCA input file:
```
! wB97M-V def2-TZVPD RIJCOSX def2/J DEFGRID3
* xyz -1 2
C -2.9075 -1.2211 0.6761
S -2.5586 -0.5068 2.2747
H -2.1613 -1.9552 0.2755
H -3.7834 -1.9031 0.8540
H -3.2148 -0.5096 -0.0784
H -1.2327 -0.0749 1.9550
O 1.1537 0.1530 0.3195
C 1.7981 1.0645 -0.1669
C 2.6365 0.7562 -1.3731
H 1.7272 2.1038 0.1519
H 2.5059 -0.3277 -1.4809
H 3.7132 1.0122 -1.2004
H 2.3237 1.4089 -2.2070
*
```

For the strongest force on any atom, the calculation gives 3.176 eV/Å. The orbital gap (alpha / beta) is 2.40 / 7.73 eV. As for the total energy: -592.4465 hartree. For the energy above the lowest of the compared OMol25 structures with the same formula, charge and spin, the calculation gives 11.3 kcal per mole.


[2]
The following is a quantum chemistry calculation of a 2-piece molecular cluster, C3H8OS overall in a non-equilibrium geometry, from OMol25.

ORCA input file:
```
! wB97M-V def2-TZVPD RIJCOSX def2/J DEFGRID3
* xyz 0 1
C 0.5960 -2.5140 0.3381
C 1.9145 -2.6617 0.2586
O 2.8124 -1.6558 0.5701
H -0.1233 -3.0528 -0.2587
H 0.2086 -1.6382 0.8594
H 2.3806 -3.6010 -0.0208
H 2.3983 -1.2287 1.3264
C -1.0033 2.9950 -0.7140
S -2.0130 1.5768 -0.1168
H -1.4124 3.7744 -0.0695
H -1.1909 3.2269 -1.7519
H 0.0227 2.8240 -0.4059
H -1.6743 0.6211 -1.0026
*
```

For the strongest force on any atom, the calculation gives 1.513 eV/Å. The orbital gap is 9.97 eV. As for the total energy: -592.4669 hartree. For the energy above the lowest of the compared OMol25 structures with the same formula, charge and spin, the calculation gives 32.1 kcal per mole.


[3]
The following is a quantum chemistry calculation of one molecule with the formula C3H8OS in a non-equilibrium geometry, from OMol25.

ORCA input file:
```
! wB97M-V def2-TZVPD RIJCOSX def2/J DEFGRID3
* xyz 0 1
O -2.2586 -0.6160 -0.3976
C -1.0305 -0.6852 0.2056
C -0.1758 0.5136 -0.4186
C 1.2494 0.6212 0.2455
S 2.3630 -0.5831 -0.3923
H -2.3186 0.3285 -0.5794
H -1.0021 -0.4915 1.3119
H -0.6846 -1.8105 -0.0550
H -0.7579 1.4111 -0.1413
H -0.4096 0.8069 -1.4582
H 1.3844 1.6115 -0.1772
H 1.0677 0.4533 1.3577
H 2.5731 -1.5597 0.4990
*
```

For the strongest force on any atom, the calculation gives 3.391 eV/Å. The orbital gap is 9.82 eV. As for the total energy: -592.4464 hartree. For the energy above the lowest of the compared OMol25 structures with the same formula, charge and spin, the calculation gives 45.0 kcal per mole.


[4]
The following is a quantum chemistry calculation of one molecule with the formula C3H8OS in a non-equilibrium geometry, from OMol25.

ORCA input file:
```
! wB97M-V def2-TZVPD RIJCOSX def2/J DEFGRID3
* xyz 0 1
C -1.6322 -0.8914 -0.4486
C -0.9735 0.0757 0.4540
O -0.9310 1.3583 -0.1365
C 0.4269 -0.2915 0.9492
S 1.5861 -0.1542 -0.3548
H -1.3906 -1.9704 -0.2345
H -1.3731 -0.5592 -1.5675
H -2.7280 -0.9257 -0.3952
H -1.5813 0.3064 1.3214
H -0.6005 1.2249 -1.0380
H 0.7950 0.3840 1.7573
H 0.3725 -1.3517 1.2904
H 1.6491 1.1354 -0.0925
*
```

For the strongest force on any atom, the calculation gives 3.038 eV/Å. The orbital gap is 10.06 eV. As for the total energy: -592.5001 hartree. For the energy above the lowest of the compared OMol25 structures with the same formula, charge and spin, the calculation gives 11.3 kcal per mole.


[5]
The following is a quantum chemistry calculation of one molecule with the formula C3H8OS2 in a non-equilibrium geometry, from OMol25.

ORCA input file:
```
! wB97M-V def2-TZVPD RIJCOSX def2/J DEFGRID3
* xyz 0 1
O 2.5875 -0.0610 -0.5835
C 1.3404 0.6178 -0.6872
C 0.1805 -0.3457 -0.4040
C -1.1707 0.3288 -0.3846
S -2.5084 -0.7966 0.3431
S -1.5858 -1.3253 2.1098
H 2.6924 -0.2734 0.3285
H 1.1870 0.9842 -1.7118
H 1.4310 1.5454 -0.1097
H 0.4297 -0.8592 0.5226
H 0.2690 -1.0274 -1.2531
H -1.3414 0.6233 -1.4195
H -1.2056 1.1730 0.2998
H -2.3056 -0.5838 2.9495
*
```

For the strongest force on any atom, the calculation gives 1.444 eV/Å. The orbital gap is 9.51 eV. As for the total energy: -990.6953 hartree. For the energy above the lowest of the compared OMol25 structures with the same formula, charge and spin, the calculation gives 9.6 kcal per mole.


[6]
The following is a quantum chemistry calculation of one molecule with the formula C3H8OS2 in a non-equilibrium geometry, from OMol25.

ORCA input file:
```
! wB97M-V def2-TZVPD RIJCOSX def2/J DEFGRID3
* xyz 0 1
O 1.9288 -0.3950 -1.0736
C 1.1821 0.8073 -0.9202
C 0.5871 0.9163 0.4925
C -0.4286 -0.2180 0.8108
S -1.7599 -0.0905 -0.3149
S -3.2678 -1.3009 0.3500
H 1.3690 -1.1606 -0.9086
H 1.9270 1.5983 -1.0031
H 0.4565 0.8549 -1.7348
H 1.3753 1.0101 1.2317
H -0.0172 1.8306 0.5588
H 0.1359 -1.1510 0.6762
H -0.7433 -0.2303 1.8541
H -2.7450 -2.4713 -0.0189
*
```

For the strongest force on any atom, the calculation gives 2.414 eV/Å. The orbital gap is 9.63 eV. As for the total energy: -990.7011 hartree. For the energy above the lowest of the compared OMol25 structures with the same formula, charge and spin, the calculation gives 6.0 kcal per mole.


[7]
The following is a quantum chemistry calculation of one molecule with the formula C3H8OS2 in a non-equilibrium geometry, from OMol25.

ORCA input file:
```
! wB97M-V def2-TZVPD RIJCOSX def2/J DEFGRID3
* xyz 0 1
O 0.4788 -1.8027 -2.0452
C 0.6686 -0.5060 -1.5359
C -0.0084 -0.6039 -0.1705
C -0.2967 0.7443 0.4974
S -1.3173 0.2821 1.9146
S -1.1470 1.9859 3.0857
H 0.6444 -1.8495 -3.0083
H 0.2067 0.2518 -2.1283
H 1.7304 -0.3296 -1.4698
H 0.5267 -1.3115 0.4383
H -0.9280 -1.1625 -0.3365
H -0.9106 1.4448 -0.0508
H 0.6568 1.2102 0.7860
H -0.3042 1.6466 4.0233
*
```

For the strongest force on any atom, the calculation gives 1.859 eV/Å. The orbital gap is 9.66 eV. As for the total energy: -990.6959 hartree. For the energy above the lowest of the compared OMol25 structures with the same formula, charge and spin, the calculation gives 9.2 kcal per mole.


[8]
The following is a quantum chemistry calculation of a 2-piece molecular cluster, C3H8OS2 overall in a non-equilibrium geometry, from OMol25.

ORCA input file:
```
! wB97M-V def2-TZVPD RIJCOSX def2/J DEFGRID3
* xyz 1 2
C 1.8859 -0.4638 -1.0231
S 1.4751 -0.1024 0.6809
S 1.3260 1.9174 0.6472
H 2.5562 -1.3172 -1.0133
H 0.9346 -0.7248 -1.4572
H 2.3332 0.3142 -1.6367
H 0.1861 2.0240 1.3544
C -1.5536 -0.7609 1.1216
C -1.7204 -0.3473 -0.1588
O -1.8053 0.9578 -0.5197
H -1.0601 -1.6919 1.3475
H -1.6948 -0.0665 1.9434
H -1.9323 -1.0619 -0.9395
H -0.9306 1.3232 -0.3467
*
```

For the strongest force on any atom, the calculation gives 1.452 eV/Å. The orbital gap (alpha / beta) is 9.70 / 5.37 eV. As for the total energy: -990.3460 hartree. For the energy above the lowest of the compared OMol25 structures with the same formula, charge and spin, the calculation gives 29.9 kcal per mole.


[9]
The following is a quantum chemistry calculation of one molecule with the formula C3H8OSi in a non-equilibrium geometry, from OMol25.

ORCA input file:
```
! wB97M-V def2-TZVPD RIJCOSX def2/J DEFGRID3
* xyz 0 1
C 1.4426 -0.7139 -0.6474
C 1.1212 0.8302 0.2497
O 1.9846 1.6508 0.1948
C -0.1369 0.8726 0.9284
Si -1.4771 0.5598 -0.4764
H 0.9331 -0.6810 -1.5637
H 2.4993 -0.6255 -0.9031
H 1.0958 -1.7182 -0.3042
H -0.1291 -0.0188 1.5041
H -0.2693 1.7200 1.5276
H -1.6170 -0.9022 -0.5304
H -0.6878 0.9510 -1.6077
H -2.5850 1.2994 0.0488
*
```

For the strongest force on any atom, the calculation gives 4.238 eV/Å. The orbital gap is 10.12 eV. As for the total energy: -483.7646 hartree. For the energy above the lowest of the compared OMol25 structures with the same formula, charge and spin, the calculation gives 48.9 kcal per mole.


[10]
The following is a quantum chemistry calculation of a 2-piece molecular cluster, C3H8OSi overall in a non-equilibrium geometry, from OMol25.

ORCA input file:
```
! wB97M-V def2-TZVPD RIJCOSX def2/J DEFGRID3
* xyz 0 1
C 0.8833 0.4225 -0.0040
C 0.9712 -1.0981 -0.0345
C 2.0947 1.0974 0.0454
O -0.3731 0.8841 -0.0347
Si -2.7797 0.1407 0.0194
H 0.3910 -1.5089 0.7924
H 0.5429 -1.4758 -0.9645
H 1.9995 -1.4338 0.0470
H 3.0076 0.5480 -0.0415
H 2.1325 2.1706 0.0162
H -3.2771 1.2886 -0.7018
H -2.8416 0.1322 1.4698
H -2.7512 -1.1675 -0.6093
*
```

For the strongest force on any atom, the calculation gives 4.037 eV/Å. The orbital gap is 5.77 eV. As for the total energy: -483.6980 hartree. For the energy above the lowest of the compared OMol25 structures with the same formula, charge and spin, the calculation gives 90.7 kcal per mole.


[11]
The following is a quantum chemistry calculation of a 2-piece molecular cluster, C3H8P2 overall in a non-equilibrium geometry, from OMol25.

ORCA input file:
```
! wB97M-V def2-TZVPD RIJCOSX def2/J DEFGRID3
* xyz 0 1
C -2.4495 0.5356 0.6780
C 2.2553 -0.4249 -0.1241
C 0.8536 -0.0222 0.4241
P -2.7565 -0.4880 -0.5722
P 0.1073 1.3387 -0.5417
H -1.7639 1.3832 0.6180
H 2.7506 0.4725 -0.3226
H 2.7125 -1.0156 0.5634
H 2.0920 -1.1242 -0.9920
H 0.9939 0.4843 1.3875
H 0.1427 -0.8837 0.3462
H -4.0936 -0.8809 -0.0070
H -0.8444 0.6251 -1.4577
*
```

For the strongest force on any atom, the calculation gives 4.066 eV/Å. The orbital gap (alpha / beta) is 7.19 / 7.91 eV. As for the total energy: -801.5880 hartree. For the energy above the lowest of the compared OMol25 structures with the same formula, charge and spin, the calculation gives 102.5 kcal per mole.


[12]
The following is a quantum chemistry calculation of a 2-piece molecular cluster, C3H8S overall in a non-equilibrium geometry, from OMol25.

ORCA input file:
```
! wB97M-V def2-TZVPD RIJCOSX def2/J DEFGRID3
* xyz 0 1
C -1.1853 0.6667 0.5396
C -1.6188 -0.3724 -0.1704
C -0.6020 -1.2493 -0.8671
H -1.7865 1.3935 1.0750
H -0.1480 1.0010 0.4904
H -2.6094 -0.3009 -0.6079
H -1.0643 -1.9371 -1.5647
H 0.0839 -1.7295 -0.1630
H 0.1510 -0.6196 -1.3634
S 3.3242 1.4077 1.2615
H 3.1143 1.2312 -0.0517
H 2.3408 0.5086 1.4217
*
```

For the strongest force on any atom, the calculation gives 1.843 eV/Å. The orbital gap is 10.30 eV. As for the total energy: -517.2256 hartree. For the energy above the lowest of the compared OMol25 structures with the same formula, charge and spin, the calculation gives 34.5 kcal per mole.


[13]
The following is a quantum chemistry calculation of one molecule with the formula C3H8S in a non-equilibrium geometry, from OMol25.

ORCA input file:
```
! wB97M-V def2-TZVPD RIJCOSX def2/J DEFGRID3
* xyz 0 1
C 1.2996 0.7939 0.0447
C 0.9014 -0.6015 0.6201
S -0.3236 -1.5488 -0.4739
C -1.6600 -0.2969 -0.5397
H 1.1497 0.9318 -1.0057
H 2.3207 1.0623 0.3157
H 0.5106 1.4337 0.3278
H 0.2142 -0.5836 1.5262
H 1.8437 -1.1423 0.6581
H -1.6704 0.4646 0.3540
H -1.9787 0.3166 -1.4757
H -2.6072 -0.8300 -0.3517
*
```

For the strongest force on any atom, the calculation gives 2.801 eV/Å. The orbital gap is 9.56 eV. As for the total energy: -517.2384 hartree. For the energy above the lowest of the compared OMol25 structures with the same formula, charge and spin, the calculation gives 26.5 kcal per mole.


[14]
The following is a quantum chemistry calculation of a 2-piece molecular cluster, C3H8S2 overall in a non-equilibrium geometry, from OMol25.

ORCA input file:
```
! wB97M-V def2-TZVPD RIJCOSX def2/J DEFGRID3
* xyz 0 1
C -2.4122 -0.1047 0.7196
C -3.0272 0.9950 0.3194
H -2.5529 -1.0481 0.1944
H -1.8285 -0.2522 1.6161
H -3.4084 1.0988 -0.6855
H -3.0549 1.9275 0.8779
C 0.7572 1.5375 -0.6261
S 0.7983 0.1505 0.5859
S 1.5197 -1.3453 -0.7102
H -0.1197 2.1304 -0.3853
H 0.5308 1.1117 -1.6098
H 1.7741 1.9069 -0.6962
H 0.9682 -2.3106 0.0624
*
```

For the strongest force on any atom, the calculation gives 1.866 eV/Å. The orbital gap is 8.65 eV. As for the total energy: -915.4126 hartree. For the energy above the lowest of the compared OMol25 structures with the same formula, charge and spin, the calculation gives 40.4 kcal per mole.


[15]
The following is a quantum chemistry calculation of one molecule with the formula C3H8S2 in a non-equilibrium geometry, from OMol25.

ORCA input file:
```
! wB97M-V def2-TZVPD RIJCOSX def2/J DEFGRID3
* xyz 0 1
S 2.8077 -0.2226 -0.1642
C 1.1962 0.3570 -0.2818
C 0.0172 -0.3797 -0.0101
C -1.1799 0.6781 0.1031
S -2.6407 -0.2811 -0.2448
H 2.1849 -1.2767 0.4923
H 1.0124 1.0470 -1.1784
H 1.5664 0.9932 0.4906
H -0.3832 -1.1640 -0.9537
H 0.0273 -0.9430 0.8548
H -1.1135 1.6471 -0.4734
H -1.3991 1.2026 1.0880
H -2.0956 -1.6579 0.2777
*
```

For the strongest force on any atom, the calculation gives 5.516 eV/Å. The orbital gap is 9.20 eV. As for the total energy: -915.3466 hartree. For the energy above the lowest of the compared OMol25 structures with the same formula, charge and spin, the calculation gives 81.8 kcal per mole.


[16]
The following is a quantum chemistry calculation of one molecule with the formula C3H8Si in a non-equilibrium geometry, from OMol25.

ORCA input file:
```
! wB97M-V def2-TZVPD RIJCOSX def2/J DEFGRID3
* xyz 0 1
C -0.5096 -1.0783 -1.3043
C -0.0883 -1.3498 -0.0077
C 0.1896 -0.2156 0.9732
Si 0.2382 1.5254 0.2303
H 0.2122 -1.1976 -2.1109
H -1.5109 -0.7185 -1.5125
H 0.0316 -2.3792 0.3240
H 1.1453 -0.4508 1.4441
H -0.5484 -0.2115 1.7953
H -0.5735 1.7090 -0.9801
H 1.6515 1.8503 -0.0743
H -0.2377 2.5167 1.2228
*
```

For the strongest force on any atom, the calculation gives 2.435 eV/Å. The orbital gap is 7.63 eV. As for the total energy: -408.4386 hartree. For the energy above the lowest of the compared OMol25 structures with the same formula, charge and spin, the calculation gives 64.7 kcal per mole.